Density functional theory data (ωB97M-V with the def2-TZVPD basis set) for C40H38N6PtS2 as an isolated structure.

CARTESIAN COORDINATES (ANGSTROEM)
Pt (-0.0453, -1.0018, 0.0862)
S (1.9694, -1.4759, -0.8015)
S (0.4183, -2.5571, 1.8194)
N (0.8694, 3.8506, 4.0352)
N (-2.2219, -1.1039, 0.7817)
N (0.0838, 3.8158, 5.1352)
N (1.2223, 0.5620, 1.4595)
N (-0.8896, 4.6268, 4.9937)
N (1.9634, 2.1127, 2.8301)
C (-0.7459, 0.7820, -0.6539)
C (-0.1223, 0.9532, 3.5356)
C (-0.6880, -5.2812, -3.4521)
C (2.8173, -2.3248, 0.5006)
C (-2.4754, -0.9756, 2.2246)
C (-0.3962, -0.6465, -6.8734)
C (0.2998, -5.5652, -1.3006)
C (0.4654, -1.4176, -6.0983)
C (-0.6293, -1.8848, -1.7328)
C (-1.6705, -0.1316, -4.9056)
C (-0.0938, -6.1110, -2.5084)
C (-0.7740, 5.2336, 3.7611)
C (2.0372, 3.0167, 3.9535)
C (0.0531, 1.7886, -1.1849)
C (4.1917, -2.5039, 0.3703)
C (2.8386, -3.6840, 2.4904)
C (2.8553, 2.0545, 1.7821)
C (-1.1265, -1.0446, -2.6780)
C (-1.2076, 6.5990, 1.8818)
C (-2.7217, -2.4415, 0.3857)
C (-0.8502, -3.9332, -3.1984)
C (-2.9632, -0.0329, 0.0711)
C (-1.4562, 0.0077, -6.2686)
C (-0.0591, 6.0747, 1.2469)
C (-2.0524, 1.1007, -0.2830)
C (-0.4001, 3.0975, -1.2482)
C (0.2507, -1.5552, -4.7412)
C (0.1346, -4.2101, -1.0508)
C (4.8816, -3.2757, 1.2884)
C (-0.3970, -3.3450, -2.0069)
C (1.0022, 1.1797, 2.6024)
C (-1.5833, 6.1890, 3.1372)
C (4.2003, -3.8784, 2.3403)
C (2.3881, 1.0939, 0.9535)
C (-1.6697, 3.4235, -0.7894)
C (0.3642, 4.7370, 3.1308)
C (0.7479, 5.1393, 1.8475)
C (-2.5010, 2.4164, -0.3279)
C (-0.8472, -0.9408, -4.1246)
C (2.1336, -2.8854, 1.5928)
H (-2.0106, 4.4500, -0.7972)
H (4.7108, -2.0445, -0.4619)
H (-3.3927, -0.4776, -0.8312)
H (-2.4974, 0.3873, -4.4343)
H (0.7409, -6.1898, -0.5339)
H (-1.8163, -1.6333, 2.7895)
H (2.7972, 0.7501, 0.0216)
H (1.3128, -1.9096, -6.5573)
H (0.1868, 6.4188, 0.2512)
H (-2.1173, 0.6311, -6.8565)
H (1.0444, 1.5466, -1.5505)
H (-3.5157, -1.2494, 2.4303)
H (0.2076, 0.9670, 4.5742)
H (-2.1329, -3.2039, 0.8922)
H (-0.2303, -0.5484, -7.9379)
H (-1.8008, 7.3366, 1.3593)
H (-3.5123, 2.6476, -0.0119)
H (2.9308, 3.6277, 3.8144)
H (4.7327, -4.5027, 3.0447)
H (-1.0447, -5.6889, -4.3892)
H (-1.3444, -3.3356, -3.9448)
H (-2.3313, 0.0554, 2.5312)
H (-2.6320, -2.5784, -0.6870)
H (3.7238, 2.6862, 1.7349)
H (0.9418, -2.1305, -4.1407)
H (2.3065, -4.1482, 3.3105)
H (5.9495, -3.4119, 1.1812)
H (-3.8038, 0.3221, 0.6766)
H (-3.7731, -2.5389, 0.6803)
H (-2.4601, 6.5811, 3.6315)
H (0.4116, -3.8321, -0.0841)
H (-1.7608, -0.2334, -2.3522)
H (1.6156, 4.7323, 1.3482)
H (0.0311, -7.1677, -2.7055)
H (-0.5197, -0.0301, 3.3179)
H (0.2470, 3.8712, -1.6428)
H (-0.9004, 1.7096, 3.4158)
H (2.1053, 2.4869, 4.9040)

Frontier orbital gap ... 0.25168 hartree
LUMO energy ... -0.088 eV
Energy above the lowest of the compared OMol25 structures with the same formula, charge and spin ... 20.1 kcal per mole
E_HOMO ... -6.94 eV